The following is a DFT calculation (wB97M-V/def2-TZVPD) of a molecular structure, C39H48N3P3SW in a non-equilibrium geometry.

Results
net charge: +3
energy above the lowest of the compared OMol25 structures with the same formula, charge and spin: 1.0304 eV
HOMO level (alpha / beta): -15.34 / -15.26 eV
LUMO energy (alpha / beta): -8.59 / -10.57 eV
DFT total energy: -3167.6214 Ha
largest force on an atom: 0.0391 hartree/bohr
Kohn-Sham gap (alpha / beta): 6.75 / 4.69 eV
2S+1: 4

The geometry in XYZ format:
```
95
Properties=species:S:1:pos:R:3:mulliken_charge:R:1
W -0.18 0.69 -0.73 3.68
N 2.01 -0.21 -0.47 -0.91
C 3.12 0.62 -0.95 -0.66
C 2.67 2.08 -0.99 -0.76
N 1.29 2.20 -1.51 -0.74
C 1.17 2.25 -2.99 -0.51
C 1.31 0.87 -3.63 -1.10
N 0.44 -0.09 -2.92 -0.49
H 2.20 -1.20 -0.68 0.19
H 2.03 -0.16 0.56 -0.15
H 3.99 0.53 -0.28 0.51
H 3.45 0.28 -1.94 0.42
H 2.66 2.46 0.04 0.47
H 3.38 2.68 -1.56 0.44
H 0.97 3.12 -1.18 0.25
H 0.16 2.63 -3.22 0.39
H 1.89 2.94 -3.43 0.60
H 1.03 0.96 -4.69 0.54
H 2.35 0.54 -3.61 0.26
H -0.41 -0.23 -3.48 0.21
H 0.90 -1.01 -2.94 0.26
C -0.77 -2.87 -0.46 -1.26
C -0.51 -3.14 1.02 -1.91
P 0.75 -1.97 1.71 1.31
C 0.65 -2.45 3.47 1.08
C 1.75 -2.93 4.19 -0.50
C 1.57 -3.37 5.49 -0.74
C 0.32 -3.31 6.09 -0.64
C -0.76 -2.80 5.39 -0.75
C -0.60 -2.34 4.10 -0.64
C 2.35 -2.70 1.17 0.00
C 3.50 -2.04 1.60 -0.30
C 4.75 -2.55 1.30 -0.86
C 4.87 -3.69 0.52 -0.68
C 3.73 -4.33 0.06 -0.93
C 2.47 -3.84 0.37 -0.18
P -1.74 -1.32 -0.70 0.15
C -2.46 -1.58 -2.38 1.27
C -2.96 -2.81 -2.80 -0.74
C -3.59 -2.92 -4.03 -0.89
C -3.74 -1.82 -4.86 -0.85
C -3.23 -0.60 -4.46 -1.17
C -2.60 -0.48 -3.23 -0.37
C -3.24 -1.60 0.33 0.88
C -3.82 -2.86 0.42 -0.14
C -5.04 -3.03 1.03 -0.83
C -5.72 -1.94 1.55 -0.78
C -5.13 -0.68 1.51 -0.86
C -3.89 -0.51 0.91 -0.15
H -1.30 -3.71 -0.91 0.64
H 0.18 -2.76 -1.01 0.44
H -0.17 -4.17 1.19 0.73
H -1.44 -3.00 1.59 0.92
H 2.73 -3.00 3.75 0.39
H 2.41 -3.77 6.04 0.45
H 0.19 -3.64 7.11 0.42
H -1.73 -2.76 5.86 0.46
H -1.43 -1.91 3.57 0.38
H 3.41 -1.15 2.20 0.51
H 5.63 -2.05 1.66 0.52
H 5.84 -4.09 0.29 0.45
H 3.82 -5.22 -0.55 0.48
H 1.60 -4.36 0.00 0.29
H -2.90 -3.69 -2.18 0.27
H -3.98 -3.88 -4.33 0.50
H -4.25 -1.91 -5.80 0.46
H -3.33 0.27 -5.09 0.51
H -2.25 0.50 -2.89 0.66
H -3.32 -3.74 0.03 0.33
H -5.48 -4.02 1.09 0.50
H -6.70 -2.06 1.98 0.45
H -5.64 0.17 1.93 0.51
H -3.42 0.46 0.90 0.35
S 0.62 1.60 2.60 0.07
C 0.10 1.21 1.19 -0.04
C -2.41 2.93 1.09 -1.66
P -2.12 2.50 -0.68 1.04
C -3.78 1.96 -1.27 -1.49
C -2.11 4.24 -1.31 1.37
C -3.28 4.98 -1.16 -0.99
C -3.32 6.31 -1.53 -0.84
C -2.21 6.94 -2.05 -0.65
C -1.04 6.21 -2.20 -1.09
C -0.98 4.88 -1.81 -0.49
H -3.39 3.39 1.19 0.57
H -1.66 3.68 1.36 0.44
H -2.34 2.08 1.76 0.43
H -4.55 2.30 -0.58 0.56
H -3.86 0.87 -1.36 0.29
H -3.98 2.41 -2.25 0.55
H -4.17 4.53 -0.74 0.28
H -4.24 6.87 -1.40 0.45
H -2.24 7.98 -2.33 0.44
H -0.16 6.69 -2.60 0.46
H -0.04 4.37 -1.90 0.27
```


The following is a DFT calculation (wB97M-V/def2-TZVPD) of a molecular structure, C39H48N6O5S3Tl in a non-equilibrium geometry.

Results
net charge: -1
energy above the lowest of the compared OMol25 structures with the same formula, charge and spin: 1.5884 eV
HOMO level: -4.69 eV
LUMO energy: 0.05 eV
DFT total energy: -3586.6917 Ha
largest force on an atom: 0.0246 hartree/bohr
Kohn-Sham gap: 4.74 eV

The geometry in XYZ format:
```
102
Properties=species:S:1:pos:R:3:mulliken_charge:R:1
Tl -0.18 -0.43 -0.17 1.26
C 4.91 6.12 -0.14 -2.09
C 5.19 4.62 -0.02 2.02
C 6.29 4.22 -1.02 -1.60
C 5.66 4.35 1.41 -1.82
C 3.98 3.77 -0.38 0.57
C 3.91 2.44 0.01 -0.99
C 2.91 1.63 -0.49 -0.04
N 2.85 0.27 -0.15 0.70
C 3.24 -0.30 1.10 -1.72
C 4.55 -0.73 1.16 -0.22
C 5.01 -1.44 2.26 -1.14
C 4.07 -1.74 3.24 0.35
C 2.75 -1.37 3.19 -0.71
C 2.28 -0.56 2.11 0.48
O 1.09 -0.10 2.01 -1.18
C 1.75 -1.84 4.24 2.65
C 0.64 -2.61 3.52 -1.48
C 1.14 -0.62 4.95 -1.79
C 2.36 -2.77 5.29 -2.38
C 6.46 -1.90 2.31 2.37
C 7.39 -0.67 2.38 -1.64
C 6.76 -2.79 3.52 -2.31
C 6.78 -2.71 1.05 -1.70
C 1.85 2.11 -1.34 0.48
O 0.92 1.30 -1.70 -0.98
C 1.95 3.47 -1.74 -0.40
C 3.00 4.23 -1.25 -0.13
C 0.92 4.13 -2.66 2.88
C 0.26 3.15 -3.64 -2.15
C 1.53 5.26 -3.50 -2.15
C -0.16 4.73 -1.74 -1.83
H 5.79 6.68 0.18 0.48
H 4.08 6.40 0.49 0.42
H 4.69 6.42 -1.16 0.34
H 7.21 4.77 -0.83 0.49
H 5.96 4.42 -2.04 0.31
H 6.49 3.16 -0.95 0.25
H 6.48 5.03 1.65 0.48
H 6.02 3.34 1.54 0.29
H 4.85 4.53 2.11 0.42
H 4.63 2.00 0.68 0.33
H 5.20 -0.51 0.32 0.56
H 4.40 -2.33 4.08 0.67
H 0.11 -1.95 2.84 0.17
H -0.07 -3.01 4.24 0.49
H 1.06 -3.43 2.94 0.29
H 0.69 0.04 4.21 0.33
H 1.90 -0.07 5.50 0.34
H 0.36 -0.95 5.65 0.47
H 2.79 -3.66 4.82 0.42
H 1.58 -3.10 5.97 0.45
H 3.13 -2.27 5.87 0.42
H 7.22 -0.12 3.30 0.35
H 7.21 0.00 1.54 0.30
H 8.43 -0.99 2.35 0.47
H 6.61 -2.25 4.46 0.40
H 7.81 -3.10 3.49 0.46
H 6.14 -3.68 3.52 0.41
H 6.72 -2.09 0.15 0.36
H 6.07 -3.53 0.94 0.35
H 7.79 -3.12 1.11 0.45
H 3.06 5.25 -1.58 0.09
H 1.00 2.75 -4.33 0.53
H -0.50 3.66 -4.21 0.64
H -0.19 2.32 -3.11 -0.01
H 2.44 4.92 -4.00 0.39
H 1.78 6.13 -2.89 0.44
H 0.82 5.57 -4.26 0.48
H -0.68 3.93 -1.20 0.30
H -0.89 5.28 -2.32 0.47
H 0.29 5.40 -1.01 0.33
S -3.96 -2.61 2.10 -0.20
C -3.07 -1.40 1.28 0.46
S -3.14 0.19 1.03 -0.20
S -2.06 -2.70 0.78 -0.06
O 2.45 1.04 -6.58 -0.51
C 1.37 0.30 -7.06 -0.58
N 0.42 -0.06 -6.04 -0.04
C -0.75 0.60 -5.88 0.60
O -1.17 1.40 -6.69 -0.75
C -1.56 0.26 -4.67 0.51
C -2.87 0.73 -4.65 -0.77
C -3.68 0.45 -3.57 -0.84
C -3.15 -0.28 -2.52 -0.24
N -1.90 -0.71 -2.51 -0.25
C -1.12 -0.46 -3.55 -0.23
H 2.87 0.56 -5.86 0.33
H 1.72 -0.63 -7.55 0.27
H 0.86 0.94 -7.79 0.43
H 0.77 -0.70 -5.33 0.17
H -3.20 1.32 -5.49 0.50
H -4.71 0.80 -3.53 0.43
H -3.74 -0.53 -1.65 0.34
H -0.11 -0.83 -3.47 0.57
O 2.10 -1.70 -0.84 -0.79
N 2.63 -0.60 -1.12 1.40
C 3.02 -0.32 -2.37 0.88
C 3.89 0.74 -2.70 0.21
N 4.65 1.48 -3.12 -0.71
C 2.55 -1.07 -3.44 0.01
N 2.15 -1.61 -4.37 -0.88
```


The following is a DFT calculation (wB97M-V/def2-TZVPD) of a molecular structure, C39H49AsBN6ORhS3 in a non-equilibrium geometry.

Results
net charge: +2
HOMO level (alpha / beta): -12.98 / -12.98 eV
LUMO energy (alpha / beta): -6.78 / -6.78 eV
DFT total energy: -5484.7123 Ha
largest force on an atom: 0.0303 hartree/bohr
Kohn-Sham gap (alpha / beta): 6.21 / 6.21 eV

The geometry in XYZ format:
```
101
Properties=species:S:1:pos:R:3:mulliken_charge:R:1
Rh -0.23 -0.39 1.09 2.32
C 4.88 1.84 -0.92 -1.61
C 4.74 1.00 0.35 1.25
C 6.01 1.05 1.20 -1.59
C 4.46 -0.44 -0.06 -2.11
N 3.63 1.63 1.17 0.44
C 3.70 2.98 1.46 -0.14
C 2.62 3.30 2.18 -1.48
N 1.86 2.16 2.35 0.78
B 0.55 2.31 3.17 -0.50
N -0.56 3.08 2.33 0.37
C -1.25 4.13 2.88 -1.16
C -2.05 4.65 1.93 -0.39
N -1.87 3.92 0.77 0.67
C -0.98 2.95 1.07 -0.18
S -0.50 1.60 0.03 -0.32
C -2.60 4.28 -0.51 1.43
C -4.00 3.68 -0.45 -1.33
C -2.68 5.81 -0.56 -1.89
C -1.85 3.79 -1.74 -2.05
N -0.07 1.03 3.72 1.08
C -0.22 0.76 5.07 -1.17
C -0.72 -0.48 5.18 -0.43
N -0.89 -0.96 3.89 0.75
C -0.46 -0.03 3.01 -0.76
S -2.19 0.57 0.34 -0.49
C -1.31 -2.35 3.53 1.16
C -0.11 -3.08 2.93 -0.85
C -2.45 -2.29 2.52 -0.78
C -1.79 -3.07 4.78 -2.27
C 2.50 1.14 1.73 0.42
S 2.04 -0.53 1.78 -0.67
H 5.64 1.38 -1.56 0.47
H 5.20 2.86 -0.73 0.41
H 3.94 1.86 -1.48 0.33
H 6.84 0.64 0.63 0.44
H 5.89 0.47 2.11 0.37
H 6.27 2.07 1.48 0.39
H 5.29 -0.73 -0.71 0.66
H 3.53 -0.54 -0.62 0.36
H 4.44 -1.12 0.78 0.42
H 4.53 3.59 1.15 0.61
H 2.32 4.24 2.61 0.63
H 0.80 3.05 4.08 -0.20
H -1.08 4.44 3.90 0.63
H -2.72 5.49 1.97 0.56
H -4.55 4.04 0.42 0.38
H -3.97 2.59 -0.41 0.23
H -4.55 3.98 -1.34 0.44
H -3.36 6.22 0.18 0.49
H -3.07 6.10 -1.53 0.47
H -1.70 6.27 -0.43 0.44
H -1.93 2.72 -1.88 0.41
H -0.80 4.08 -1.71 0.43
H -2.30 4.27 -2.61 0.58
H 0.04 1.48 5.83 0.60
H -1.00 -1.04 6.05 0.61
H 0.21 -2.63 1.98 -0.36
H -0.39 -4.11 2.70 0.51
H 0.74 -3.08 3.60 0.41
H -2.12 -1.89 1.55 -0.47
H -3.27 -1.67 2.88 0.44
H -2.82 -3.30 2.33 0.54
H -0.98 -3.21 5.50 0.52
H -2.15 -4.06 4.49 0.45
H -2.61 -2.54 5.26 0.49
O 0.32 -0.99 -0.86 0.53
As -0.25 -1.87 -2.17 0.44
C 0.45 -1.05 -3.75 0.06
C 1.39 -1.72 -4.52 -0.50
C 1.93 -1.10 -5.64 -0.81
C 1.52 0.18 -5.99 -0.50
C 0.58 0.85 -5.21 -0.89
C 0.05 0.24 -4.09 0.08
C 0.42 -3.64 -1.98 0.12
C 1.49 -3.85 -1.11 -0.28
C 1.98 -5.14 -0.94 -0.80
C 1.40 -6.20 -1.63 -0.49
C 0.34 -5.98 -2.49 -0.74
C -0.16 -4.70 -2.67 -0.48
C -2.15 -1.97 -2.24 0.44
C -2.79 -2.71 -1.25 -0.48
C -4.17 -2.79 -1.23 -0.82
C -4.91 -2.15 -2.21 -0.63
C -4.28 -1.44 -3.22 -0.76
C -2.89 -1.35 -3.24 -0.48
H 1.71 -2.73 -4.25 0.47
H 2.66 -1.62 -6.25 0.43
H 1.93 0.65 -6.86 0.43
H 0.27 1.85 -5.48 0.45
H -0.67 0.77 -3.47 0.33
H 1.93 -3.01 -0.59 0.35
H 2.81 -5.32 -0.27 0.46
H 1.78 -7.20 -1.49 0.42
H -0.11 -6.81 -3.02 0.44
H -1.00 -4.53 -3.34 0.49
H -2.20 -3.24 -0.51 0.60
H -4.67 -3.37 -0.47 0.46
H -5.99 -2.22 -2.21 0.45
H -4.86 -0.97 -4.00 0.47
H -2.40 -0.81 -4.05 0.51
```


The following is a DFT calculation (wB97M-V/def2-TZVPD) of a molecular structure, C39H49BF10N2PPtSb in a non-equilibrium geometry.

Results
net charge: -1
energy above the lowest of the compared OMol25 structures with the same formula, charge and spin: 0.6748 eV
HOMO level (alpha / beta): -5.43 / -5.77 eV
LUMO energy (alpha / beta): 0.68 / 0.72 eV
DFT total energy: -3349.9981 Ha
largest force on an atom: 0.0324 hartree/bohr
Kohn-Sham gap (alpha / beta): 6.10 / 6.49 eV
2S+1: 2

The geometry in XYZ format:
```
104
Properties=species:S:1:pos:R:3:mulliken_charge:R:1
Pt -0.98 -1.25 0.54 1.88
C 1.48 -2.23 2.53 -1.05
C 2.88 -2.37 1.97 0.22
C 3.79 -1.24 2.48 -1.41
C 2.99 -2.52 0.46 0.79
C 3.99 -3.36 -0.03 -0.95
C 4.19 -3.55 -1.38 -1.47
C 3.36 -2.91 -2.29 -0.75
C 2.35 -2.06 -1.85 0.70
C 1.38 -1.44 -2.84 2.22
C 2.03 -1.05 -4.17 -2.12
C 0.21 -2.40 -3.07 -1.39
C 2.19 -1.87 -0.47 -0.36
N 1.18 -0.92 -0.10 0.52
C 1.53 0.30 0.01 0.69
C 0.48 1.34 0.23 -0.10
N -0.76 1.02 0.29 0.24
C -1.75 1.98 -0.04 -0.56
C -1.80 2.46 -1.37 0.89
C -2.87 3.28 -1.72 -0.55
C -3.84 3.64 -0.80 -1.82
C -3.74 3.20 0.51 -0.58
C -2.70 2.37 0.91 0.80
C -2.59 1.96 2.37 1.24
C -2.67 3.20 3.28 -1.68
C -3.68 0.95 2.74 -1.30
C -0.76 2.16 -2.44 2.03
C -1.36 1.47 -3.67 -1.21
C -0.04 3.45 -2.88 -1.74
C 1.16 2.64 0.31 0.69
C 0.76 3.92 0.60 0.16
C 1.74 4.94 0.64 -0.91
C 3.06 4.69 0.36 -0.88
C 3.50 3.38 0.06 0.99
C 4.83 2.97 -0.23 -0.90
C 5.10 1.65 -0.48 -1.20
C 4.10 0.64 -0.45 0.18
C 2.82 1.02 -0.16 0.32
C 2.53 2.38 0.07 -1.04
H 1.48 -2.49 3.58 0.72
H 0.78 -2.91 2.03 -0.18
H 1.11 -1.20 2.47 -0.08
H 3.28 -3.30 2.36 0.81
H 3.43 -0.26 2.13 0.09
H 4.82 -1.36 2.14 0.32
H 3.77 -1.22 3.57 0.54
H 4.61 -3.88 0.69 0.49
H 4.97 -4.22 -1.73 0.36
H 3.49 -3.08 -3.35 0.30
H 0.97 -0.52 -2.40 -1.23
H 2.29 -1.92 -4.76 0.49
H 2.94 -0.46 -4.01 0.40
H 1.34 -0.45 -4.76 0.37
H 0.58 -3.38 -3.38 0.32
H -0.46 -2.02 -3.84 0.58
H -0.35 -2.56 -2.15 -0.20
H -2.94 3.64 -2.73 0.38
H -4.66 4.28 -1.10 0.34
H -4.47 3.51 1.24 0.36
H -1.63 1.49 2.54 0.24
H -3.69 3.59 3.31 0.36
H -2.01 3.99 2.93 0.27
H -2.39 2.91 4.29 0.40
H -4.67 1.34 2.46 0.37
H -3.68 0.77 3.82 0.51
H -3.51 0.00 2.25 -0.17
H -0.01 1.48 -2.03 -1.47
H -2.19 2.05 -4.08 0.32
H -1.72 0.47 -3.43 0.15
H -0.59 1.38 -4.44 0.44
H -0.74 4.11 -3.40 0.36
H 0.77 3.20 -3.57 0.45
H 0.38 3.99 -2.03 0.26
H -0.28 4.15 0.81 0.55
H 1.42 5.95 0.88 0.41
H 3.77 5.51 0.38 0.44
H 5.63 3.70 -0.25 0.42
H 6.12 1.35 -0.71 0.46
H 4.37 -0.39 -0.63 0.57
C -4.62 -1.41 0.22 -1.27
P -2.97 -1.83 -0.46 0.99
C -3.16 -3.60 -0.80 -1.44
C -3.16 -1.07 -2.11 -0.89
H -5.39 -1.76 -0.46 0.52
H -4.70 -0.33 0.34 0.27
H -4.75 -1.87 1.20 0.38
H -4.09 -3.77 -1.36 0.50
H -3.18 -4.15 0.14 0.38
H -2.31 -3.97 -1.36 0.28
H -4.01 -1.52 -2.63 0.56
H -2.25 -1.24 -2.70 -0.45
H -3.32 0.00 -2.00 0.26
F -1.33 -1.11 3.43 -0.48
Sb -1.20 -1.12 5.34 2.33
F -1.09 -1.12 7.23 -0.55
F -0.58 -2.90 5.31 -0.57
F -3.00 -1.67 5.41 -0.58
F 0.58 -0.48 5.20 -0.60
F -1.77 0.69 5.39 -0.58
F -0.48 -3.71 0.34 -0.30
B 0.00 -5.01 -0.07 0.26
F -0.98 -5.95 0.23 -0.36
F 1.19 -5.27 0.60 -0.37
F 0.21 -4.96 -1.46 -0.39
```